## i
DFT (wB97M-V/def2-TZVPD) results for an isolated molecule of C4H4O3.

Atoms and positions in Å:
O: -0.23 1.10 2.03
C: 0.18 0.38 0.98
C: 0.60 -0.91 0.89
C: 0.41 -1.08 -0.53
C: -0.19 0.04 -1.06
O: -0.51 0.27 -2.27
O: -0.33 0.86 -0.08
H: -0.95 1.77 1.84
H: 1.11 -1.74 1.48
H: 0.49 -2.08 -0.83
H: -0.58 1.38 -2.44

Its frontier orbital gap is 7.58 eV. As for the lowest unoccupied orbital energy: 0.01138 hartree. The net charge is 0. The HOMO energy comes out at -7.27 eV. As for the SMILES: Oc1ccc(O)o1.

---

## ii
DFT (wB97M-V/def2-TZVPD) results for an isolated molecule of C4H4O3.

Atoms and positions in Å:
O: -1.17 -0.51 1.20
C: -0.60 -1.03 0.01
C: 0.12 -0.12 0.84
C: 0.92 1.07 0.89
O: 1.24 -0.17 1.61
C: -0.26 -0.07 -2.02
O: -1.17 -0.52 -1.18
H: -0.42 -2.10 -0.05
H: 1.59 1.31 0.07
H: 0.62 1.90 1.53
H: -0.89 0.23 -2.89

Its frontier orbital gap is 9.55 eV. As for the lowest unoccupied orbital energy: 0.00842 hartree. The net charge is 0. The HOMO energy comes out at -9.32 eV.

---

Short version: i, ii, most stable first.

---

## i
DFT (wB97M-V/def2-TZVPD) results for an isolated molecule of C4H4O3.

Atoms and positions in Å:
O: -2.87 -0.26 -0.01
C: -1.87 0.34 0.08
C: -0.90 1.18 0.05
C: 0.50 0.82 0.00
C: 0.72 -0.49 0.08
O: -0.27 -1.42 0.14
O: 1.98 -1.03 -0.06
H: -1.23 2.24 -0.23
H: 1.26 1.48 0.08
H: -0.11 -2.19 -0.44
H: 2.78 -0.66 0.29

Its frontier orbital gap is 8.07 eV. As for the lowest unoccupied orbital energy: 0.01878 hartree. The net charge is 0. The HOMO energy comes out at -7.56 eV. As for the SMILES: O=C=CC=C(O)O.

---

## ii
DFT (wB97M-V/def2-TZVPD) results for an isolated molecule of C4H4O3.

Atoms and positions in Å:
C: 1.17 0.27 1.30
C: 0.26 0.66 0.17
O: 0.29 1.71 -0.42
C: -0.84 -0.34 -0.21
O: -1.49 -0.93 0.62
C: -1.14 -0.54 -1.70
O: -0.30 -0.38 -2.55
H: 0.61 -0.29 2.06
H: 1.63 1.16 1.73
H: 1.96 -0.39 0.91
H: -2.15 -0.93 -1.91

Its frontier orbital gap is 8.79 eV. As for the lowest unoccupied orbital energy: -0.03703 hartree. The net charge is 0. The HOMO energy comes out at -9.80 eV. As for the SMILES: CC(=O)C(=O)C=O.

---

## iii
DFT (wB97M-V/def2-TZVPD) results for an isolated molecule of C4H4O3.

Atoms and positions in Å:
O: -0.96 0.89 2.12
C: -0.51 0.31 1.05
C: 0.72 -0.19 0.71
C: 0.69 -0.50 -0.69
C: -0.51 -0.09 -1.06
O: -0.89 -0.07 -2.31
O: -1.19 0.52 -0.09
H: -0.29 0.89 2.85
H: 1.54 -0.38 1.51
H: 1.55 -0.71 -1.35
H: -0.15 -0.65 -2.74

Its frontier orbital gap is 8.06 eV. As for the lowest unoccupied orbital energy: 0.02255 hartree. The net charge is 0. The HOMO energy comes out at -7.44 eV. As for the SMILES: Oc1ccc(O)o1.

---

## iv
DFT (wB97M-V/def2-TZVPD) results for an isolated molecule of C4H4O3.

Atoms and positions in Å:
O: 2.49 1.25 0.19
C: 1.39 0.81 0.10
C: 0.32 0.62 -0.82
C: -0.71 0.12 0.19
O: -1.59 1.14 0.79
C: 0.67 -0.40 0.56
O: 0.92 -1.73 0.57
H: 0.12 0.73 -1.90
H: -1.32 -0.76 0.04
H: -1.28 1.93 1.24
H: 1.73 -2.02 0.99

Its frontier orbital gap is 10.07 eV. As for the lowest unoccupied orbital energy: 0.01666 hartree. The net charge is 0. The HOMO energy comes out at -9.61 eV. As for the SMILES: O=C1[C@@H]2[C@H](O)[C@]12O.

---

Short version: ii, iii, i, iv, most stable first.